1.
A structure of composition C2H3InO at a distorted geometry, computed with ωB97M-V with the def2-TZVPD basis set.

Structure (XYZ):
```
7
C2H3InO (ωB97M-V with the def2-TZVPD basis set)
O 0.8530 -0.4262 0.6583
C -0.5289 -0.1693 0.7492
In 0.5530 1.3696 1.7746
C -0.5395 0.2139 -0.7399
H 1.1403 -1.2429 0.2227
H -1.5440 0.4448 -1.1028
H 0.0661 -0.1898 -1.5621
```

The calculation puts the total energy at -9315.502 eV. The calculation puts the energy relative to the best compared isomer or geometry (same formula, charge and spin) at 223.3 kJ/mol. For the LUMO energy (alpha / beta), the calculation gives -14.63 / -14.73 eV. As for the charge: +2. The gap between HOMO and LUMO (alpha / beta) is 6.67 / 5.88 eV.



2.
A structure of composition C60H120O12S4 at a distorted geometry, computed with ωB97M-V with the def2-TZVPD basis set.

Structure (XYZ):
```
196
C60H120O12S4 (ωB97M-V with the def2-TZVPD basis set)
H 4.9850 6.0121 3.8435
C -5.4873 0.8756 -1.8195
H -4.8358 1.4219 1.4093
H 1.7494 2.8622 7.5491
H 5.4842 1.9112 0.8850
H 0.3667 1.4209 0.6419
C 3.0874 -2.2590 -0.0612
H 6.2141 4.7107 3.7798
H 4.6853 3.4899 0.9203
H -0.1611 4.4341 0.3625
C -6.7714 -1.6088 -0.1949
H 2.1842 -2.9337 -1.9423
H 2.9719 0.1179 -0.8486
H -0.1095 -5.0851 -5.3010
H 1.0619 2.5054 3.3911
H -2.1144 0.8384 1.4326
C 2.5617 -3.1794 -0.9607
C 4.6532 2.4730 1.3115
H 1.7014 0.8299 1.7241
H 4.1285 3.7629 4.4489
H 3.6044 0.9259 -0.7970
H 2.1651 0.1132 -0.5926
H 2.1888 3.8059 -0.0516
C 0.6121 4.5538 1.1215
H -0.3153 -3.2975 -5.7224
H 4.2683 -0.0198 -3.5796
H 2.9062 -2.6378 -2.8487
C -0.2718 0.2069 -3.0124
H -4.4655 -5.3981 -5.7768
C 1.4552 7.1853 -2.4994
C 4.3583 -4.2379 -3.1442
C -1.3005 -3.1997 1.8493
H 0.5001 -1.1268 -4.6671
C 4.3600 4.0083 3.4124
H -1.7701 0.4659 0.8591
H 5.5967 5.3730 2.2251
H 1.7820 1.1106 7.0805
H 2.3336 -0.3818 -2.4355
H -1.2291 0.1797 -2.4918
C 0.1352 1.3033 4.9016
H 1.0624 3.4464 3.0061
H -1.7032 -1.5563 -2.3086
H 6.4171 -3.7777 -3.5672
H 3.5279 -4.8334 -3.5235
C -2.0918 -2.5004 -1.9268
C -0.9866 -1.8797 2.5209
C -0.3973 -2.0194 -0.9578
H -1.0076 0.8016 2.6938
H -6.1638 1.2272 -2.5846
H -0.2335 1.0506 -3.7014
H 1.2037 -1.1141 4.0054
O -7.2076 -3.8070 -1.7234
S 0.6423 -3.4538 -3.5412
H 3.9325 -2.5435 -4.2635
C -1.4834 1.5096 2.0152
H 5.5822 -4.1889 -4.9796
H 0.7804 5.2877 -1.8883
O 1.9159 -2.9066 -4.1151
H 3.3501 0.7677 1.3663
H -3.1659 -0.1871 1.0037
H 0.5173 0.3331 -2.2711
H 5.8214 -1.8326 -2.7195
H 0.1131 6.5367 -0.9192
H 0.5262 -4.1304 -0.6003
H 0.2931 5.3655 1.7752
H -2.8099 -4.5816 1.0239
C -5.6431 1.4286 -0.5771
H 4.7392 -1.9859 -1.3575
C -3.3054 -2.8222 -2.8885
C 1.0473 6.2134 -1.3784
S -0.1895 -5.5213 1.1983
H -2.8081 5.8971 3.6113
C -2.2305 2.7107 2.5504
S -6.2948 -2.6706 -1.6683
C 3.3372 -4.0055 1.6637
O 0.6446 -4.4547 -2.4699
O 1.1156 -6.2131 1.3584
C -1.0215 -0.0786 0.3027
C -4.5915 -0.1075 -2.0858
C 0.1929 0.4887 0.1250
C 2.0638 4.7399 0.4962
H -2.2704 -1.8728 -0.0740
H 2.6279 -5.9467 0.9832
H -5.3466 -4.0799 0.5753
H 2.7792 4.8943 1.3040
C 1.6190 2.1355 6.7472
C 2.7725 -4.9051 0.7373
C 4.3967 -0.2769 -2.5281
H 2.6144 2.3685 1.6156
H -7.2988 -2.2660 0.4965
H 3.1021 2.6525 -0.9533
H -2.1039 6.4539 2.0886
H 3.4077 4.2369 2.9339
H 2.0199 6.8627 0.3612
H 3.3367 -1.2512 -0.3589
H 2.2349 1.5195 4.0730
H 4.5448 -4.5045 -2.1038
H -3.5994 8.2077 2.9268
H 0.2004 3.3449 5.6881
C -3.8086 0.0715 0.1752
C 3.6077 -2.7100 1.1530
H 5.9726 2.7805 3.0408
H -3.4118 -5.1344 -4.3769
C -3.0746 -3.7849 0.3286
H -4.1671 5.1509 1.0865
H -1.3056 -3.2541 -1.9702
O -1.4841 -6.1199 1.4841
H 1.9829 -5.1226 -1.2852
H 0.6251 7.3007 -3.1964
H -5.7699 -1.3221 0.1261
H -1.5938 -3.0197 0.8150
C 2.4351 -4.4877 -0.5377
H -1.8256 -1.2047 2.6897
H 4.4935 1.8127 3.3522
H 0.0375 0.5572 2.2461
H -6.4179 2.1479 -0.3563
C 0.8611 -1.5042 -1.1144
O -3.2409 -3.0457 -6.6585
C 0.2919 2.3202 6.0481
H -5.1799 -4.7089 -4.3113
H 2.4414 2.3371 6.0608
H -4.5925 -5.1575 -0.5758
C -4.5406 -4.1534 -0.1548
C 1.1997 1.4800 3.7339
H -4.2705 4.2910 2.6136
O -4.7451 -3.2859 -1.2456
C 0.5219 3.3005 2.0709
H -3.1448 2.3764 3.0408
C -4.0214 7.3041 2.4868
C 4.7744 -1.7641 -2.4241
H 3.0452 6.0816 -0.8720
H 1.9215 1.3915 -0.5381
C 1.0804 0.5049 2.5589
H -1.2051 -4.5861 -0.7688
O -0.3077 -2.2151 -3.0228
C 3.3567 1.8095 1.0458
H -1.1958 -1.0336 -4.4453
C -3.0268 6.1287 2.5688
O -5.1583 -2.2242 -5.2653
H -2.8160 -2.8554 0.8358
H -0.8517 1.4491 4.4625
H -4.2644 -2.3253 -2.7416
H -0.2351 -1.2841 2.0027
H -0.6979 -2.9533 -1.4093
H 0.9501 -1.6629 2.3774
C -4.2764 -4.7521 -4.9195
C 2.9554 1.7149 -0.4170
H -7.4370 -0.7802 -0.4367
C -1.3183 -1.3757 -0.1869
H 1.6255 8.1872 -2.1052
H -2.4152 -2.2575 -0.9146
H 1.5995 -2.0444 -1.6883
H -0.7007 1.8942 1.3614
H -0.5119 -1.9534 3.4993
H 5.1467 0.3846 -2.0945
H 2.2952 6.8213 -3.0910
C 1.1654 -0.2915 -0.5359
O -6.1494 -1.7708 -2.8529
H 2.9588 1.2183 -2.1308
C -4.7947 0.9780 0.4256
H -1.4020 -4.1787 -4.5569
C -2.6224 3.6627 1.4154
O -0.1836 -4.0183 1.9237
H -1.7846 4.1598 0.9265
H -3.4855 -3.8782 -2.6867
S -3.9224 -3.0113 -5.4052
C 3.1296 0.1614 -1.9263
H -2.8910 -1.1821 -1.2020
H 3.7555 -4.3721 2.5895
H -2.4217 -4.0188 -0.5123
C 5.3655 5.1668 3.2701
C -0.3995 -4.0863 -4.9748
C 5.6603 -4.4731 -3.9302
H 6.0059 -5.5049 -3.8664
H -3.1515 3.0319 0.7012
H -4.9457 7.1275 3.0368
C 3.9275 -2.7840 -3.2004
C 1.4971 -0.9310 2.9717
C -3.5810 4.7866 1.9302
H -4.3852 -0.5345 -3.0561
C -0.2595 -1.0620 -3.8880
O -2.9183 -2.6212 -4.2119
H -0.4634 3.1108 2.4967
C 4.9068 2.6792 2.8359
C -3.7152 -0.4924 -1.0952
H -4.2370 7.4157 1.4242
H -2.1169 -3.6979 2.3721
H 0.1567 0.2929 5.3100
H 0.8721 2.3542 1.6586
H 2.5660 -1.0875 2.8268
H -1.6897 3.1541 3.3864
C -0.2092 -4.9266 -0.4853
H 0.0196 -5.8672 -0.9864
H -0.4463 2.1579 6.8335
H 4.0884 -1.9525 1.7543
C 2.0950 6.0318 -0.3403
```

The calculation puts the total energy at -132027.920 eV. The calculation puts the energy relative to the best compared isomer or geometry (same formula, charge and spin) at 4283.8 kJ/mol. For the LUMO energy, the calculation gives 0.11 eV. As for the charge: 0. The gap between HOMO and LUMO is 8.00 eV.



3.
The molecule C9H9NO3 at a distorted geometry, computed with ωB97M-V with the def2-TZVPD basis set.

Structure (XYZ):
```
22
C9H9NO3 (ωB97M-V with the def2-TZVPD basis set)
C 1.3123 1.7921 0.5614
H -0.6575 0.0519 2.7095
C -3.4246 -2.7340 0.9652
H 3.7230 1.0508 -2.3496
H 1.6534 2.7500 0.7463
H -4.3383 -2.6532 1.7226
C -0.0928 0.1056 1.7623
C 2.7735 1.3459 -2.7698
C 0.7198 1.1606 1.6229
C 1.9831 -0.1920 -0.7302
H 0.8390 1.8616 2.4820
H -3.8799 -2.6740 0.0436
O -2.4189 -1.7472 1.2221
N 0.9061 -0.8304 -0.1123
O -1.2300 -2.4878 -0.6268
H 2.9937 2.0504 -3.5241
H 2.1236 0.4504 -3.1102
C 1.8314 1.2773 -0.6677
O 2.1454 2.0388 -1.7018
C -1.2682 -1.7902 0.3760
C -0.2392 -0.8772 0.7413
H -2.9985 -3.6811 1.1852
```

The calculation puts the total energy at -17105.114 eV. As for the structure (SMILES): COC(=O)C1=CC=CC(OC)=C=N1. The calculation puts the energy relative to the best compared isomer or geometry (same formula, charge and spin) at 506.5 kJ/mol. For the LUMO energy (alpha / beta), the calculation gives -1.01 / -1.01 eV. As for the charge: 0. The gap between HOMO and LUMO (alpha / beta) is 6.66 / 6.65 eV.



4.
A cluster of 2 separate species, CH2ClNOS in total at a distorted geometry, computed with ωB97M-V with the def2-TZVPD basis set.

Structure (XYZ):
```
7
CH2ClNOS (ωB97M-V with the def2-TZVPD basis set)
H 1.8529 0.3434 1.0560
S -1.5402 -0.1626 -0.1145
N -0.7649 -1.4082 -0.2156
O -2.9972 -0.3015 -0.1208
C 1.3103 0.2182 0.1643
Cl 0.5774 1.7015 -0.1569
H 1.5615 -0.3908 -0.6126
```

The calculation puts the total energy at -27959.638 eV. The calculation puts the energy relative to the best compared isomer or geometry (same formula, charge and spin) at 457.1 kJ/mol. For the LUMO energy (alpha / beta), the calculation gives -1.22 / -2.32 eV. As for the charge: 0. The gap between HOMO and LUMO (alpha / beta) is 9.23 / 7.27 eV.



5.
A structure of composition C6H11N at a distorted geometry, computed with ωB97M-V with the def2-TZVPD basis set.

Structure (XYZ):
```
18
C6H11N (ωB97M-V with the def2-TZVPD basis set)
H 1.8357 0.0819 -1.4581
C 1.2007 1.2024 0.8919
H 0.6364 1.9159 1.4905
H -2.6442 -1.4648 0.5440
C 0.9518 -0.4187 -1.0674
H -1.1163 0.1561 1.6546
H 1.7100 0.5159 1.5724
C 0.2900 0.4630 -0.0498
N -1.9217 1.0687 -0.0806
H 1.9597 1.7496 0.3352
H 1.2620 -1.3644 -0.6208
C -1.6142 -1.3611 0.2133
C -1.0478 1.6511 -0.7764
H 0.2839 -0.6474 -1.8954
H -1.0111 -2.1174 0.7089
C -1.1087 0.0315 0.5639
H -1.0811 2.4841 -1.4445
H -1.5853 -1.5179 -0.8623
```

The calculation puts the total energy at -7888.115 eV. The calculation puts the energy relative to the best compared isomer or geometry (same formula, charge and spin) at 233.2 kJ/mol. For the LUMO energy, the calculation gives 0.96 eV. As for the charge: 0. The gap between HOMO and LUMO is 9.29 eV.



6.
A cluster of 2 separate species, C3H6FNO in total, computed with ωB97M-V with the def2-TZVPD basis set.

Structure (XYZ):
```
12
C3H6FNO (ωB97M-V with the def2-TZVPD basis set)
H 2.3427 -0.3872 0.7833
F -2.9128 -1.2051 0.2239
H -0.4880 -0.6121 1.0972
O -0.3783 1.3083 0.3604
H -0.9601 1.8683 -0.1796
C 1.9391 -0.6940 -0.1541
H 1.8992 -0.0199 -0.9798
C -2.2823 -0.0181 -0.0265
H 1.6396 -1.7129 -0.2971
C -0.9935 0.1320 0.5103
H -3.7721 0.8312 -0.9598
N -2.8194 0.9578 -0.6499
```

The expectation value of S² is 2.016. The calculation puts the total energy at -9459.776 eV. The calculation puts the energy relative to the best compared isomer or geometry (same formula, charge and spin) at 0.0 kJ/mol. For the LUMO energy (alpha / beta), the calculation gives 0.97 / -0.59 eV. The multiplicity is 3. As for the charge: 0. The gap between HOMO and LUMO (alpha / beta) is 9.05 / 10.61 eV.